No. 1
The following is a quantum chemistry calculation of a molecular structure, C16H14BCrF5N6, from OMol25.

The geometry in XYZ format:
```
43
Properties=species:S:1:pos:R:3:lowdin_spin:R:1
F 0.02132 -6.06971 1.09269 -0.013
H 2.15657 3.34164 1.93892 0.000
C 0.14119 -4.73076 1.08011 -0.003
F -1.45351 -1.93259 -0.53619 0.073
H 3.19322 -0.66204 1.21870 0.003
H -1.78059 -1.23725 2.41462 0.002
H -4.28911 -0.68394 1.40562 -0.001
H 1.85285 -1.16655 -2.88438 0.000
C 1.27184 -2.70695 1.75268 0.179
N -1.18230 0.19607 0.97184 -0.037
C 1.05952 -0.40897 -2.87032 0.003
H 3.14185 1.24113 1.09736 0.006
C -2.09575 -0.54363 1.63645 0.005
H 1.33111 5.61083 0.61646 0.000
H -1.28604 1.67285 -3.84701 0.000
C 0.39925 -1.89249 1.05532 -0.032
C -3.34225 -0.25955 1.10314 -0.015
N 0.67698 0.16962 -1.71326 0.046
F 2.03882 -4.85969 2.49480 0.075
N 0.72455 2.35586 0.71136 -0.007
C 1.16780 -4.11626 1.78413 0.197
B -1.09154 1.86738 -1.00122 0.004
N -1.83417 0.95167 0.00800 0.018
C 0.00061 4.16681 -0.40203 0.015
H -3.81233 1.18322 -0.57391 0.000
Cr 0.59091 0.32813 1.09021 2.908
C -0.75134 -3.95000 0.34736 0.175
H -1.93964 2.50696 -1.56919 0.000
H 1.95396 0.21938 2.16087 0.015
C -0.58306 -2.54685 0.34909 0.206
F -1.72592 -4.55395 -0.37215 0.062
C 0.98575 4.59759 0.48487 0.007
C -0.53219 1.02262 -3.40867 0.000
N -0.32143 1.04918 -2.08117 0.001
C 2.61767 0.27111 1.04360 0.050
C 0.33143 0.09208 -3.96132 0.001
C 1.40834 3.44188 1.15409 0.008
H -0.61348 4.69857 -1.11778 0.001
F 2.29349 -2.20457 2.53969 0.059
H 2.13590 0.18768 -0.02305 0.007
N -0.14289 2.84178 -0.26891 0.005
H 0.41243 -0.16790 -5.01675 0.000
C -3.12985 0.67962 0.09532 -0.026
```

Max |F|, hartree/bohr: 0.0601
Highest occupied orbital energy (alpha / beta), eV: -14.8 / -14.8
Total charge: +2
Spin multiplicity: 5
LUMO (alpha / beta), eV: -9.67 / -11.27

---

No. 2
The following is a quantum chemistry calculation of a molecular structure, C16H14BF5N6Zr, from OMol25.

The geometry in XYZ format:
```
43
Properties=species:S:1:pos:R:3:lowdin_charge:R:1
H 4.30258 -1.73316 -0.24074 0.018
N 0.99374 1.46433 -2.69363 -0.090
F 0.09337 -0.29549 3.91189 0.059
F -2.17460 -5.03250 2.32820 0.153
N -0.28742 1.66833 0.66452 -0.166
C 2.69470 0.19893 -3.24464 -0.140
C 1.58723 2.05909 -3.76644 -0.100
C 0.21320 3.72436 1.39490 0.027
C -1.70995 -3.83139 2.73248 -0.101
H 4.30788 -1.75404 1.54329 0.021
H 3.36855 1.48514 -4.96326 0.100
C -1.33324 -3.64869 4.06335 -0.069
B -0.27145 2.00483 -1.91229 -0.425
C 0.20755 3.71046 0.00563 0.040
C 2.68238 1.29147 -4.15449 -0.048
H 3.41568 -0.62257 -3.22528 0.112
H 4.57075 -3.21357 0.63605 -0.010
C -1.07061 -1.52390 2.21357 -0.138
H 0.30832 4.52198 -0.69982 0.162
H 1.18183 2.97821 -4.15859 0.112
C -0.57931 -1.42898 3.52003 -0.219
H -2.63767 1.78205 -3.52162 0.164
H 2.97149 -2.52137 0.64478 0.007
C 4.04747 -2.32147 0.64557 -0.036
N -1.51937 1.05009 -1.88346 0.052
F -0.19353 -2.35416 5.68966 0.154
C -0.09427 2.43421 1.80810 -0.096
F -1.50674 -4.64323 4.95286 0.178
C -0.70441 -2.46581 4.44776 -0.104
F -1.86502 -3.02025 0.51142 0.071
N -1.81536 0.24999 -0.81063 -0.162
C -2.60025 1.09726 -2.68442 0.045
H -0.59677 3.00170 -2.53759 0.128
C -1.55844 -2.78010 1.82665 -0.212
H -3.43605 -1.11505 -0.39929 0.120
H -0.10935 1.98962 2.78987 0.113
C -3.55538 0.20569 -2.21484 0.027
Zr -1.80608 0.39971 1.24310 2.011
H 0.38430 4.57041 2.03486 0.133
C -3.06190 -0.32169 -1.03241 -0.104
N -0.00791 2.45443 -0.42602 0.049
N 1.67644 0.30797 -2.38250 0.027
H -4.51237 -0.02285 -2.65657 0.137
```

Max |F|, hartree/bohr: 0.0576
Highest occupied orbital energy, eV: -13.6
Total charge: +2
Spin multiplicity: 1
LUMO, eV: -9.97

---

No. 3
The following is a quantum chemistry calculation of a single C16H14BrNO4 molecule, from OMol25.

The geometry in XYZ format:
```
36
Properties=species:S:1:pos:R:3:lowdin_charge:R:1
O 0.23367 2.38265 2.62947 -0.061
O 0.98627 4.78916 1.20048 -0.152
O 1.20336 4.50515 -1.67889 -0.058
C 0.47413 2.42003 1.29270 -0.196
C 2.33199 4.97611 1.59609 -0.066
H -0.75407 3.14517 4.19342 0.096
H 3.00780 4.96779 0.73381 0.100
H -0.89119 -5.18858 -1.18719 0.098
H 2.37158 5.94884 2.08399 0.099
C 0.13553 -3.64459 -2.22496 0.000
C -0.58819 -4.15265 -1.19080 -0.119
C 0.91280 2.22032 -1.44671 0.067
C 0.95772 3.46917 -0.83688 -0.194
C -0.97043 -3.33413 -0.10055 -0.667
C 0.43124 1.18117 0.66124 0.062
H -0.97001 4.07750 2.68880 0.103
Br -2.01121 -4.13580 1.28127 0.727
C 0.12843 -1.46581 -1.04479 -0.084
H -0.16380 5.82395 -0.83196 0.103
C 0.67425 1.06944 -0.70263 -0.132
C 0.66355 -0.21563 -1.36807 -0.134
C 0.78661 3.57298 0.55411 -0.142
H -0.96360 -1.41726 0.83499 0.099
H 2.65485 4.19829 2.29694 0.100
H 0.55105 4.19898 3.60540 0.085
H 1.07262 2.16585 -2.51075 0.133
H 1.54054 6.32427 -0.71476 0.084
C -0.63774 -2.01474 -0.00035 -0.068
C -0.25480 3.52685 3.30230 -0.062
H 0.71873 6.34679 -2.29047 0.096
C 0.50020 -2.28215 -2.16891 -0.235
H 0.42847 -4.24399 -3.07051 0.117
O 1.26627 -0.32383 -2.55848 0.032
C 0.80196 5.81803 -1.34049 -0.062
N 1.17921 -1.56979 -3.05176 0.114
H 0.24621 0.31841 1.27659 0.117
```

Max |F|, hartree/bohr: 0.0270
Highest occupied orbital energy, eV: -8.0
Structure (SMILES): COc1cc(-c2onc3ccc(Br)cc23)cc(OC)c1OC
Spin multiplicity: 1
LUMO, eV: -0.35

---

No. 4
The following is a quantum chemistry calculation of a molecular structure, C16H14Cl2N5O5Ta, from OMol25.

The geometry in XYZ format:
```
43
Properties=species:S:1:pos:R:3:lowdin_charge:R:1
H -0.65481 3.60009 1.16753 0.087
C 2.84209 -1.79887 0.22961 -0.053
C 0.47651 -1.56222 -4.00394 -0.091
H 1.55250 -2.09605 -2.22733 0.109
C 0.79308 -1.46942 -2.67599 -0.106
H -3.50575 -0.97926 2.73370 0.121
H -0.19609 2.90641 3.51876 0.118
H -2.01393 3.20683 1.98400 0.091
C -0.98073 0.35254 -2.30323 -0.478
C 4.31565 0.33865 -0.85463 -0.035
O -5.61529 0.93116 2.46959 0.111
C -1.17759 1.05332 3.27130 -0.548
N -1.77102 1.03844 -1.52638 -0.177
H 2.25546 -2.60740 0.64907 0.101
Cl 0.51413 -0.45771 -0.18931 1.249
C -4.49281 0.79282 2.08085 -0.558
C 2.27657 -0.65216 -0.27192 -0.385
C 4.23150 -1.85241 0.16911 -0.047
O -1.01648 0.69306 4.42524 0.046
N -1.32908 -3.41473 1.27128 0.058
C 4.95383 -0.79659 -0.36550 -0.047
H -3.49970 0.29523 3.95522 0.129
C 2.93267 0.42868 -0.81631 -0.038
H 2.39166 1.29041 -1.18213 0.132
H -0.75402 -0.72318 -5.57509 0.107
H 0.58813 1.89708 2.31003 0.093
H 6.03310 -0.85733 -0.40010 0.116
O -2.56012 -1.11659 0.15147 -0.514
C 0.11455 -0.50830 -1.92915 -0.312
Cl -2.31277 1.28573 -4.46024 0.694
C -3.38369 0.09829 2.88960 -0.135
Ta -2.30443 0.58821 0.28134 1.632
C -0.37918 2.22418 2.68572 -0.184
N -2.11398 0.61548 2.40540 -0.162
H 4.74072 -2.72616 0.55162 0.118
N -0.25889 -3.52294 1.09571 0.026
H 4.89161 1.15405 -1.26975 0.119
H 0.97308 -2.27857 -4.64077 0.104
O -4.07772 1.24266 0.86799 -0.221
C -1.14088 0.23502 -3.74646 -0.604
N -1.15806 2.82851 1.59142 -0.034
O 0.31848 1.00516 0.20751 -0.524
C -0.49827 -0.68214 -4.52480 -0.107
```

Max |F|, hartree/bohr: 0.0428
Highest occupied orbital energy, eV: -7.9
Spin multiplicity: 1
LUMO, eV: -1.45

---

no.,calculated total energy (hartree)
1,-2514.54916
2,-1517.16390
3,-3547.73246
4,-2245.39681